Record 1
DFT (ωB97M-V/def2-TZVPD) results for a cluster of 2 separate species, C5H14N2 in total.

Summary:
Maximum force ... 6.12 eV/A
Frontier orbital gap ... 5.5 eV
Charge ... 0
E_LUMO ... -0.033 Ha
Highest occupied orbital energy ... -6.35 eV
Calculated total energy ... -8382.42514 eV

Last column: Löwdin charge in e.
Cartesian coordinates (Å):
H (2.2938, 2.1234, 0.3103)  0.131
C (0.7505, -1.3238, -0.5871)  -0.150
H (-2.4313, 0.5393, 0.4261)  -0.053
H (1.8289, -1.1122, -0.8417)  0.070
H (-3.6087, 1.4764, 1.5868)  0.016
C (-1.3380, -0.5077, -0.6481)  -0.093
C (0.7288, 0.7697, 0.3386)  -0.117
N (0.0013, -0.2446, -0.2242)  -0.258
H (-1.3969, -0.6275, -1.7891)  0.079
H (-3.0172, -0.3914, 1.7240)  0.046
H (-4.2434, 0.1650, 0.2946)  0.049
H (3.1621, -0.7065, 0.4994)  0.041
H (-0.1003, 1.4807, 0.4584)  0.125
H (0.4907, -1.6208, -1.5486)  0.067
C (-3.4321, 0.4986, 1.0553)  -0.139
H (4.2495, 0.4001, 0.0080)  0.020
H (0.6322, -2.0960, 0.3232)  0.166
N (3.2885, 0.1458, -0.0724)  -0.083
C (1.9618, 1.1704, -0.2640)  -0.159
H (2.2259, 0.9009, -1.3386)  0.124
H (-2.0462, -1.0397, 0.2888)  0.121

Record 2
DFT (ωB97M-V/def2-TZVPD) results for a cluster of 2 separate species, C5H14N2 in total.

Summary:
Maximum force ... 2.80 eV/A
SMILES ... CC(C)=N.CCN
Frontier orbital gap ... 10.2 eV
Charge ... 0
E_LUMO ... 0.035 Ha
Highest occupied orbital energy ... -9.27 eV
Calculated total energy ... -8391.71964 eV

Last column: Löwdin charge in e.
Cartesian coordinates (Å):
H (-2.0256, -0.4331, -0.4292)  0.060
H (1.3666, 3.0409, -0.8418)  0.083
H (-1.3577, -2.2556, 1.0130)  0.067
H (-0.9965, 1.8245, 0.8166)  0.069
H (0.1795, 2.4220, 2.0285)  0.085
H (0.3330, -1.8050, -1.5180)  0.109
C (1.0230, 2.0078, -0.9368)  -0.063
C (1.0573, 1.3475, 0.4121)  -0.505
C (-0.2672, -1.4450, -0.6766)  -0.353
H (-1.8882, -1.1576, -1.8802)  0.066
N (2.1474, 0.7399, 0.8008)  0.098
H (-0.2566, 0.6988, 1.9696)  0.076
H (1.6798, 1.4773, -1.6313)  0.080
H (2.0852, 0.4959, 1.7951)  0.044
H (0.0057, 1.9979, -1.3348)  0.064
H (0.4525, -0.8389, -0.0463)  0.081
H (0.0755, -3.1927, 0.5431)  0.069
C (-0.0805, 1.5932, 1.3652)  -0.062
H (-1.3997, -3.2782, -0.4297)  0.068
C (-0.7667, -2.6076, 0.1604)  -0.122
N (-1.3667, -0.6320, -1.1798)  -0.014

Record 3
DFT (ωB97M-V/def2-TZVPD) results for an isolated molecule of C5H14N2.

Summary:
Maximum force ... 1.97 eV/A
SMILES ... CCNC[C@H](C)N
Frontier orbital gap ... 9.5 eV
Charge ... 0
E_LUMO ... 0.040 Ha
Highest occupied orbital energy ... -8.39 eV
Calculated total energy ... -8391.40283 eV

Last column: Löwdin charge in e.
Cartesian coordinates (Å):
H (1.9751, 0.3393, 0.0260)  0.111
C (-1.3986, 1.6264, -0.5329)  -0.103
H (1.3981, -2.8503, -0.5570)  0.057
H (-1.5066, -2.1063, -0.4791)  0.075
H (0.1331, -0.3277, -1.1568)  0.102
H (1.2143, -1.9939, -1.9339)  0.064
H (-1.9438, 2.5460, -0.7774)  0.069
H (0.9350, 1.3317, 1.9014)  0.103
H (1.6258, -0.7045, 1.3725)  0.122
C (-0.2218, 2.0452, 0.3564)  -0.274
H (-2.0818, 1.0706, 0.1128)  0.072
H (-0.6295, 2.8418, 0.9745)  0.106
H (0.6135, 2.4521, -0.2356)  0.107
H (-0.3355, -2.4202, 0.9792)  0.084
C (1.1327, -0.1128, 0.5855)  -0.237
C (-0.7449, -1.7463, 0.2110)  -0.069
C (0.4660, -1.0568, -0.4117)  -0.453
N (0.3522, 0.9675, 1.1560)  -0.098
H (-1.3222, -1.0773, 0.8532)  0.057
N (1.5362, -1.9419, -0.9736)  0.045
H (-1.1973, 1.1173, -1.4703)  0.058

Record 4
DFT (ωB97M-V/def2-TZVPD) results for an isolated molecule of C5H14N2.

Summary:
Maximum force ... 1.89 eV/A
SMILES ... CC(C)CNCN
Frontier orbital gap ... 10.0 eV
Charge ... 0
E_LUMO ... 0.041 Ha
Highest occupied orbital energy ... -8.92 eV
Calculated total energy ... -8391.89866 eV

Last column: Löwdin charge in e.
Cartesian coordinates (Å):
C (-1.8854, 1.7263, -0.3561)  -0.094
H (-1.4668, 2.3722, 0.4223)  0.081
C (-1.9149, -0.4004, 0.9501)  -0.070
C (0.1930, 0.3107, -0.3031)  -0.259
H (3.1833, -1.3709, 1.2081)  0.056
H (0.2993, -1.6825, -0.0906)  0.094
N (2.7532, -0.6433, 0.6631)  0.007
C (-1.3143, 0.3208, -0.2704)  -0.436
H (2.4256, -2.1521, -0.7267)  0.106
H (-1.6146, -0.2115, -1.1703)  0.128
N (0.7274, -0.9860, -0.6971)  -0.065
H (2.6080, -0.5342, -1.4126)  0.110
H (-2.9658, 1.7720, -0.2175)  0.074
H (-1.2083, -1.1010, 1.3957)  0.066
H (0.6710, 0.7817, 0.5567)  0.108
H (-2.9045, -0.7658, 0.6961)  0.077
H (-1.9439, 0.2871, 1.8039)  0.077
C (2.1677, -1.1076, -0.5908)  -0.316
H (0.5253, 1.0193, -1.0836)  0.120
H (3.3513, 0.1566, 0.5417)  0.060
H (-1.6867, 2.2084, -1.3190)  0.076